Entry 1:
{
  "formula": "C5H12O",
  "method": "ωB97M-V/def2-TZVPD",
  "elements": ["C", "C", "C", "C", "C", "O", "H", "H", "H", "H", "H", "H", "H", "H", "H", "H", "H", "H"],
  "coordinates": [[0.42627, 1.58277, -1.19600], [0.32765, 1.11414, 0.25661], [0.40997, -0.40675, 0.53640], [-0.45216, -0.74344, 1.75584], [0.02608, -1.31407, -0.63534], [-1.35812, -1.29506, -0.94235], [-0.30209, 1.07765, -1.84130], [1.41885, 1.42183, -1.63035], [0.20694, 2.65439, -1.25375], [1.11843, 1.61047, 0.83396], [-0.61568, 1.49194, 0.66929], [1.45641, -0.66197, 0.76406], [-1.49138, -0.45946, 1.55818], [-0.44040, -1.81646, 1.97849], [-0.11180, -0.20372, 2.64671], [0.26320, -2.34905, -0.35914], [0.63141, -1.07429, -1.52159], [-1.51360, -0.62892, -1.61972]],
  "nbo_charge": [-0.603, -0.400, -0.243, -0.605, -0.062, -0.726, 0.181, 0.204, 0.216, 0.206, 0.198, 0.198, 0.215, 0.207, 0.206, 0.177, 0.165, 0.466],
  "relative_energy_kcal_mol": 9.55,
  "homo_lumo_gap_ev": 11.1,
  "smiles": "CC[C@@H](C)CO",
  "lumo_ev": 0.94
}

***

Entry 2:
{
  "formula": "C41H68Cl2F3N3OSi2",
  "method": "ωB97M-V/def2-TZVPD",
  "elements": ["C", "C", "C", "C", "C", "C", "C", "C", "C", "C", "C", "C", "C", "C", "C", "C", "C", "C", "C", "C", "Si", "O", "Si", "C", "C", "C", "F", "F", "F", "C", "Cl", "C", "C", "Cl", "H", "H", "H", "H", "H", "H", "H", "H", "H", "H", "H", "H", "H", "H", "H", "H", "H", "H", "H", "H", "H", "H", "H", "H", "H", "H", "H", "H", "H", "H", "H", "H", "H", "H", "H", "H", "H", "H", "H", "H", "H", "H", "H", "H", "H", "H", "H", "H", "H", "H", "H", "H", "H", "N", "C", "C", "C", "C", "C", "H", "H", "H", "H", "H", "N", "C", "C", "C", "C", "C", "H", "H", "H", "H", "H", "N", "C", "C", "C", "C", "C", "H", "H", "H", "H", "H"],
  "coordinates": [[-1.76313, 1.24870, 3.37659], [-3.21297, 1.19905, 4.19176], [-3.43790, -0.18379, 5.04801], [-2.05672, -0.85801, 5.62811], [-1.35711, -1.95197, 4.60581], [0.09341, -2.39620, 5.26589], [1.38024, -1.69159, 4.53491], [1.74023, -0.17705, 5.10804], [2.50177, 0.59769, 3.84993], [2.96785, 2.13039, 4.19667], [1.69346, 3.14651, 4.56446], [2.16718, 4.64451, 4.09554], [1.18723, 5.37535, 3.00329], [0.72251, 4.43532, 1.74382], [1.47173, 4.75352, 0.32109], [2.38736, 3.40801, -0.02851], [3.27060, 3.54963, -1.40378], [2.38968, 2.88284, -2.61448], [3.20405, 2.62774, -4.01316], [4.73897, 2.08034, -3.83854], [4.85518, 0.15132, -3.53938], [3.33829, -0.58700, -4.03100], [3.62871, -1.92578, -5.18543], [2.04575, -3.02083, -5.13362], [2.33015, -4.63813, -5.11728], [1.26233, -5.44874, -4.11757], [1.33227, -6.92228, -4.42782], [1.59794, -5.17136, -2.70101], [-0.09417, -4.98791, -4.53066], [3.99606, -1.09919, -6.88522], [3.24477, 0.59989, -7.09199], [3.60551, -2.00001, -8.19837], [2.05806, -1.74103, -8.75054], [4.01340, -3.82434, -8.01677], [-0.83051, 1.15055, 4.09270], [-1.70791, 0.49526, 2.48134], [-1.69670, 2.33978, 2.91174], [-4.04676, 1.19804, 3.33848], [-3.39909, 2.18719, 4.83439], [-4.11968, 0.07046, 5.98028], [-4.02936, -1.00857, 4.42907], [-2.29718, -1.40526, 6.64800], [-1.29612, 0.00059, 5.88875], [-1.12202, -1.51675, 3.54523], [-2.04450, -2.90072, 4.45073], [0.07729, -2.05053, 6.38399], [0.14463, -3.58893, 5.26287], [1.28926, -1.69354, 3.34532], [2.33044, -2.37552, 4.76133], [2.47796, -0.35898, 6.02790], [0.80870, 0.41924, 5.49127], [3.50682, -0.02228, 3.67510], [1.90444, 0.49919, 2.83109], [3.50539, 2.54296, 3.21399], [3.73476, 2.22920, 5.07978], [1.53503, 3.09070, 5.72542], [0.68083, 2.79849, 4.05670], [3.31862, 4.63950, 3.78109], [2.13328, 5.32378, 5.07659], [0.26336, 5.91134, 3.52942], [1.82377, 6.26935, 2.53402], [0.79832, 3.28139, 1.92570], [-0.43725, 4.66025, 1.57302], [2.07823, 5.75354, 0.28699], [0.61364, 4.85193, -0.50293], [3.00365, 3.17683, 0.93878], [1.59677, 2.52064, -0.13553], [3.47282, 4.68821, -1.62520], [4.30603, 2.99400, -1.19624], [1.47103, 3.59425, -2.88747], [1.89761, 1.84957, -2.30061], [2.51928, 1.91420, -4.67637], [3.26318, 3.64587, -4.59283], [5.39103, 2.68677, -3.06304], [5.27289, 2.25062, -4.89276], [5.11215, -0.08199, -2.11297], [5.92964, -0.47967, -4.30606], [4.85411, -2.61495, -4.73955], [1.24349, -2.75581, -5.97294], [1.49784, -2.76718, -4.10522], [2.11809, -5.08354, -6.20135], [3.45016, -4.93034, -4.87345], [5.17478, -0.93088, -6.93631], [4.30979, -1.61862, -9.08249], [1.97350, -0.68238, -9.29516], [1.75937, -2.54452, -9.57315], [1.25599, -1.71997, -7.89486], [-3.13369, -7.70669, -4.62873], [-1.79606, -7.63074, -4.80286], [-0.93313, -8.69924, -4.61900], [-1.47187, -9.92074, -4.22886], [-2.84570, -10.02992, -4.03967], [-3.62775, -8.90592, -4.25163], [-1.42360, -6.65595, -5.10406], [0.13312, -8.58177, -4.77573], [-0.82670, -10.78059, -4.07373], [-3.29638, -10.96773, -3.73526], [-4.70565, -8.94136, -4.12054], [-3.35793, 4.87951, 3.79681], [-4.65168, 5.20401, 3.58166], [-5.36498, 6.09188, 4.37098], [-4.71528, 6.68165, 5.45013], [-3.38346, 6.36605, 5.69863], [-2.75330, 5.46936, 4.85083], [-5.11544, 4.71529, 2.72976], [-6.40200, 6.31769, 4.14998], [-5.24219, 7.38159, 6.09209], [-2.84912, 6.80821, 6.53184], [-1.71321, 5.19368, 5.00094], [-5.29937, -0.69555, 1.78047], [-4.64276, -1.22001, 0.72256], [-5.10130, -1.14579, -0.58296], [-6.30893, -0.49796, -0.82055], [-7.00940, 0.05074, 0.24874], [-6.46808, -0.07113, 1.51839], [-3.70718, -1.71812, 0.95969], [-4.53094, -1.58287, -1.39469], [-6.70095, -0.42101, -1.83053], [-7.95353, 0.56144, 0.09685], [-6.97515, 0.34366, 2.38508]],
  "lowdin_charge": [-0.135, -0.238, -0.224, -0.229, -0.203, -0.223, -0.228, -0.203, -0.226, -0.217, -0.208, -0.225, -0.203, -0.221, -0.210, -0.219, -0.208, -0.224, -0.281, -0.325, 0.549, -0.460, 0.501, -0.258, -0.161, -0.216, -0.025, 0.017, -0.008, -0.710, 0.553, -0.699, -0.170, 0.528, 0.044, 0.075, 0.066, 0.088, 0.100, 0.103, 0.104, 0.115, 0.092, 0.090, 0.113, 0.103, 0.113, 0.112, 0.113, 0.124, 0.081, 0.117, 0.115, 0.094, 0.117, 0.108, 0.086, 0.114, 0.108, 0.103, 0.108, 0.090, 0.114, 0.105, 0.114, 0.096, 0.117, 0.119, 0.108, 0.124, 0.116, 0.078, 0.108, 0.075, 0.080, -0.041, -0.044, 0.009, 0.095, 0.109, 0.111, 0.126, 0.101, 0.117, 0.080, 0.092, 0.068, 0.053, -0.146, -0.077, -0.078, -0.084, -0.158, 0.083, 0.082, 0.104, 0.098, 0.099, 0.060, -0.149, -0.078, -0.081, -0.075, -0.153, 0.102, 0.100, 0.104, 0.102, 0.093, 0.056, -0.145, -0.076, -0.081, -0.079, -0.151, 0.102, 0.102, 0.105, 0.100, 0.103],
  "homo_lumo_gap_ev": 9.9,
  "lumo_ev": 0.38
}

***

Entry 3:
{
  "formula": "C6H11N",
  "method": "ωB97M-V/def2-TZVPD",
  "elements": ["C", "C", "N", "C", "C", "C", "C", "H", "H", "H", "H", "H", "H", "H", "H", "H", "H", "H"],
  "coordinates": [[-0.49174, 2.39136, 0.89564], [-1.16070, 1.56505, -0.27058], [1.30220, -0.25037, 0.57088], [0.24635, -0.67297, -0.23969], [-0.81210, 0.15041, -0.51174], [1.37031, -2.78096, -0.89928], [0.25602, -2.07654, -0.66914], [-0.45500, 3.44130, 0.60529], [0.49999, 1.99602, 1.07074], [-1.21910, 2.40092, 1.68997], [-2.19007, 1.54561, 0.13441], [-1.38101, 2.14234, -1.17375], [0.89571, 0.19601, 1.39353], [1.91746, -0.99490, 0.85314], [-1.72829, -0.41109, -0.70062], [1.33334, -3.82334, -1.18843], [2.34651, -2.40337, -0.61997], [-0.72988, -2.41548, -0.94037]],
  "lowdin_spin": [0.010, 0.065, 0.186, 0.171, 0.381, 0.094, 0.015, 0.000, 0.000, 0.003, 0.016, 0.024, 0.009, 0.007, 0.011, 0.004, 0.005, 0.000],
  "relative_energy_kcal_mol": 32.35,
  "homo_lumo_gap_ev": [9.8, 7.5],
  "s_squared": 0.7603,
  "total_charge": 1,
  "multiplicity": 2,
  "lumo_ev": [-4.40, -7.36]
}

***

Number 1: M 88.15 g mol⁻¹. Number 2: M 803.09 g mol⁻¹. Number 3: M 97.16 g mol⁻¹.